DFT (the ωB97M-V functional and the def2-TZVPD basis) results for 4 unconnected molecules or ions with the total composition C35H71IN3O5S3 at a distorted geometry.

Element x y z (Å)
I 6.44803 -4.43528 4.82204
S -0.27261 -5.25256 1.96837
S 1.67931 0.41880 -2.48802
S 2.20268 -5.50692 4.00651
O 5.14728 -1.64121 6.37455
O 3.66503 0.44623 -0.71870
O -0.95723 -5.03833 3.21090
O 0.23697 -6.53135 1.58387
O 4.61221 -4.84054 2.69474
N 2.64890 -2.92575 3.32683
N 1.79092 -0.27702 0.16164
N 2.79997 -0.34474 1.12806
C 0.98050 -2.10159 -3.49611
C -8.74253 2.34792 -5.57916
C 0.00276 0.00615 4.08207
C 1.02006 -4.00932 1.88280
C 1.94333 -3.64443 -1.76254
C 2.66239 -5.65370 -0.39417
C 3.42999 -5.83673 0.91603
C 5.38521 -1.05848 5.15305
C 0.79889 0.36201 5.33645
C 5.07360 -3.70635 3.37490
C 0.20476 3.96496 -2.12093
C 5.00278 -0.12654 6.22416
C 2.30863 -4.26812 2.68681
C -6.07850 2.36202 -3.95967
C -0.63286 3.71079 -5.12120
C 2.25407 -2.76333 -2.96485
C -1.22748 3.77532 -2.61183
C -8.81115 0.90698 -6.07605
C 3.52347 -4.60121 1.80687
C -0.58099 2.43557 5.96605
C 3.85494 0.10726 0.56923
C 3.12599 -4.43436 -1.20971
C 4.34772 -1.34964 4.07174
C -6.13252 3.70979 -3.24625
C 0.56391 -1.01314 -2.51207
C -0.01929 1.08225 6.40473
C 0.46786 3.44217 5.49469
C 3.99366 -2.82847 4.03688
C 1.47914 3.81897 6.57351
C -2.62588 5.14763 -5.78594
C -1.14645 5.11875 -5.41823
C -6.17148 2.47319 -5.48066
C -7.47232 3.08101 -6.00735
C -1.31506 3.02092 -3.93776
C 2.35065 0.18074 -0.90433
H 2.81517 -6.55275 -0.99104
H 0.99523 3.05607 4.61685
H 0.97808 4.24359 7.44498
H 2.18579 4.56160 6.20239
H -0.44193 -0.63340 -2.67966
H 5.83452 0.24960 6.80243
H -2.36818 2.84442 -4.17531
H 0.52828 -3.11746 2.28295
H 3.99142 0.00625 6.57679
H -8.75633 0.86882 -7.16590
H -0.96834 5.77537 -4.56238
H -2.95520 6.16072 -6.01788
H 0.22293 4.47416 -1.15635
H -0.77061 3.08773 -6.01063
H -1.78959 3.21549 -1.85923
H -7.07642 4.22519 -3.42758
H 3.75115 -3.77381 -0.60845
H 3.46362 -0.77337 4.35125
H -6.03164 3.58552 -2.16710
H 1.66727 0.96695 5.05513
H -0.37450 0.89287 3.57481
H 4.46774 -6.06884 0.66785
H 0.60005 1.21292 7.29547
H -1.05798 -4.78855 0.96961
H -6.03023 1.48048 -5.91724
H -8.83732 2.36427 -4.48982
H -1.13595 2.86433 6.80470
H 2.95673 -1.98813 -2.64968
H 1.11903 -1.73163 -4.51086
H 4.76218 -1.01571 3.11812
H 1.51423 -3.02771 -0.96395
H 1.58834 -5.60904 -0.22335
H 0.62435 -0.52953 3.35408
H -6.87262 1.71371 -3.57949
H 3.82765 -3.16336 5.05928
H 6.41957 -0.98444 4.82917
H -9.60413 2.89721 -5.96607
H 3.76502 -3.70092 1.22343
H 4.83481 0.22200 1.00019
H -5.33456 3.08090 -5.84108
H 1.91983 -2.67909 3.99991
H 0.79737 4.56098 -2.81644
H -0.86775 2.02783 -3.80975
H -7.42661 3.10434 -7.10044
H -9.74621 0.43441 -5.77346
H -5.32332 4.36157 -3.58395
H 1.24859 -3.79289 0.83808
H -0.56300 5.53357 -6.24359
H 5.67985 -3.08176 2.71067
H 0.58789 -1.42712 -1.50901
H -0.84942 -0.63080 4.32932
H -1.72073 4.74697 -2.69663
H 0.44666 3.75367 -4.95013
H -0.04864 4.34477 5.16185
H 1.16257 -4.35771 -2.04944
H 3.72245 -4.76929 -2.05977
H -3.24596 4.78063 -4.96607
H 2.70805 -3.37825 -3.74330
H 0.68884 2.99300 -2.00586
H -2.81964 4.52385 -6.66129
H -5.13569 1.86710 -3.70758
H 1.19555 -0.56430 5.77482
H -7.54225 4.12527 -5.69095
H -1.31543 2.28847 5.16956
H 3.05505 -6.67550 1.50329
H 1.04770 -5.06176 4.52157
H 2.63318 -2.21033 2.58911
H -7.99592 0.30176 -5.67608
H 0.17089 -2.83655 -3.50051
H -0.84988 0.43928 6.71026
H 2.05912 2.95601 6.90742

Computed properties:
DFT total energy (eV): -92751.7946
Charge: +1
E_HOMO (hartree): -0.43635

Results of the Mulliken charge analysis, in e, for atoms 1 through 6: I 0.1142; S 0.9155; S -0.2492; S -0.1726; O -0.4298; O -0.2714

***

DFT (the ωB97M-V functional and the def2-TZVPD basis) results for 2 unconnected molecules or ions with the total composition C4H11N3O2 at a distorted geometry.

Element x y z (Å)
O -2.24057 0.39548 -0.12168
O -0.51430 1.67771 -0.77228
N 1.38627 -0.03225 -1.10855
N 2.66661 -1.55882 0.10619
N 0.35652 -1.41648 0.45160
C 1.44878 -0.97199 -0.18568
C -2.31910 2.86006 -0.12652
C -1.72599 1.48394 -0.33634
C 0.45256 -2.25217 1.65083
H -0.52985 -0.99286 0.15928
H 3.39601 -0.93137 0.45621
H 0.99736 -1.73422 2.43904
H 0.35058 1.02115 -0.94503
H -2.05863 3.20232 0.88279
H 2.63861 -2.41078 0.66096
H 0.90005 -3.23910 1.45766
H 2.29706 0.40797 -1.22521
H -3.37946 2.71686 -0.25185
H -0.60176 -2.33534 1.97142
H -2.00313 3.71448 -0.72620

Computed properties:
Relative energy (zero: lowest compared OMol25 entry of this formula, charge and spin) (kcal per mole): 23.63
DFT total energy (eV): -12891.1926
Charge: -1
⟨S²⟩: 0.750
E_HOMO (alpha / beta) (hartree): 0.03048 / -0.20520
Multiplicity: 2

Results of the Mulliken charge analysis, in e, for atoms 1 through 6: O -0.6025; O -0.4912; N -0.1233; N -0.3897; N 1.8129; C -2.0155

***

- Among the records above, which one has the highest DFT total energy?
  C4H11N3O2